Here is 2 unconnected molecules or ions with the total composition C4H13BBrN3O3 from OMol25. Energies are from wB97M-V/def2-TZVPD.

XYZ file:
```
25
Properties=species:S:1:pos:R:3:forces:R:3
C -0.841 0.714 2.441 -0.1568 -0.0083 0.6352
N -1.116 1.184 1.045 -0.1951 -1.3211 0.3426
C -2.592 1.100 0.887 0.2459 -0.5686 -0.7728
B -0.381 0.350 0.102 0.1227 -0.4785 0.2896
O 1.069 0.361 0.234 0.4316 1.1804 -0.9865
C -0.963 -0.615 -1.030 0.3993 -0.4879 0.2372
N -0.586 -0.124 -2.393 -0.4071 0.5261 0.5816
Br -2.083 -0.357 -3.523 0.5542 -0.0230 -0.3570
C -0.353 -2.051 -0.709 0.4118 -1.1820 1.7276
O -0.279 -2.860 -1.643 0.1563 0.6627 -0.3089
O -0.004 -2.290 0.520 -0.9095 1.5874 -1.8945
H -1.453 1.304 3.180 0.6855 -0.3472 -0.7827
H 0.235 0.776 2.725 -0.8270 -0.0134 -0.3729
H -1.185 -0.352 2.528 0.4679 0.7690 0.0661
H -3.095 1.785 1.614 0.3055 -0.5825 -0.7350
H -2.888 0.020 1.048 -0.1529 1.1359 0.1293
H -2.842 1.328 -0.181 -0.0292 0.1124 1.0594
H 1.312 1.286 0.024 -0.3755 -0.3299 0.5868
H -2.068 -0.752 -1.027 0.8562 0.1945 0.2949
H 0.208 -0.643 -2.771 -0.7342 -0.5052 -0.0073
N 3.983 -0.032 -0.615 0.2985 -0.0334 -0.1121
H 4.296 -0.348 -1.535 -0.0480 -0.0225 0.0671
H 4.311 -0.684 0.101 -0.1726 -0.0112 -0.0179
H 4.360 0.899 -0.428 -0.0362 -0.0778 0.0034
H 2.956 0.003 -0.595 -0.8914 -0.1762 0.3265
```
Forces are in eV/Å.

Output
Net charge: 0
M: 241.882 g/mol
Spin multiplicity: 1
DFT total energy: -3149.00754 a.u.
E_HOMO: -7.3 eV

Here is C4H7NS3 in the gas phase from OMol25. Energies are from wB97M-V/def2-TZVPD.

XYZ file:
```
15
Properties=species:S:1:pos:R:3:forces:R:3
S -2.411 1.462 0.609 0.0782 -0.4488 0.0398
C -1.628 0.082 0.252 -0.3176 -0.2369 -0.3470
S -2.501 -1.365 -0.309 1.1769 0.2367 0.2413
C -0.122 -0.022 0.289 0.0501 0.7442 -0.3778
S 0.429 -0.889 1.809 -0.3480 0.6914 0.0866
C 0.631 -0.653 -0.930 0.7337 0.1771 1.0941
N 1.578 0.504 -0.953 1.5458 -0.6593 0.8022
C 0.695 1.292 -0.066 -0.9352 -0.2724 0.3271
H -1.363 -2.122 -0.490 -0.8327 0.3246 0.1353
H -0.109 -0.002 2.706 0.2599 -0.4375 -0.5305
H 1.073 -1.638 -0.698 -0.0484 0.3533 -0.3495
H 0.084 -0.680 -1.853 -0.5094 -0.1124 -0.2875
H 2.442 0.244 -0.432 -0.8692 0.2239 -0.5974
H 1.113 1.859 0.809 -0.1993 -0.5156 -1.0619
H 0.089 1.929 -0.743 0.2154 -0.0684 0.8252
```
Forces are in eV/Å.

Output
Net charge: 0
ΔE to the lowest compared entry with this formula, charge and spin: 138.2 kJ/mol
M: 165.308 g/mol
Spin multiplicity: 1
SMILES: S=C(S)C1(S)CNC1
DFT total energy: -1405.87085 a.u.
E_HOMO: -8.9 eV

Here is C5H4BrF3N2O in the gas phase from OMol25. Energies are from wB97M-V/def2-TZVPD.

XYZ file:
```
16
Properties=species:S:1:pos:R:3:forces:R:3
C -2.299 0.186 -0.435 -2.5529 -0.3575 -0.3551
C -0.237 0.335 0.155 1.8412 2.5285 -8.1288
C -0.984 0.009 1.221 0.0152 -2.7761 8.6805
C 1.213 0.571 -0.126 -2.4545 -0.6594 -2.5319
C 1.858 -0.734 -0.463 1.1785 -1.6612 0.3210
N -1.137 0.450 -0.872 4.0097 0.8601 -2.0051
N -2.265 -0.061 0.880 -4.1203 -0.7030 3.8238
O 1.477 1.492 -1.154 -0.1532 -0.5939 -0.6380
F 1.574 -1.698 0.429 -0.7704 -0.0505 0.0962
F 3.193 -0.611 -0.345 0.1455 0.0941 -1.0603
F 1.507 -1.240 -1.695 0.6196 0.9460 1.0895
Br -0.564 -0.338 3.010 0.2031 0.4331 -0.5227
H -3.294 0.157 -0.810 -0.1538 0.3150 -1.5137
H 1.604 0.940 0.730 1.8039 0.9933 2.7901
H -2.975 -0.488 1.485 0.5082 0.0504 -0.7768
H 1.331 1.031 -2.011 -0.1200 0.5813 0.7315
```
Forces are in eV/Å.

Output
Net charge: 0
M: 244.998 g/mol
Spin multiplicity: 3
DFT total energy: -3251.11353 a.u.
E_HOMO (alpha / beta): -4.4 / -10.6 eV

Here is C6H4 in the gas phase from OMol25. Energies are from wB97M-V/def2-TZVPD.

XYZ file:
```
10
Properties=species:S:1:pos:R:3:forces:R:3
C -2.606 2.056 -1.442 0.7093 -0.7742 0.0558
C -1.825 1.136 -1.468 -1.5664 1.5067 -0.3395
C -0.946 0.127 -1.428 1.3619 -1.5429 -0.2358
C -0.083 -0.707 -1.246 -1.4537 1.1456 -0.5983
C 0.885 -1.283 -0.418 0.5239 -0.2324 0.5970
C 0.997 -0.659 0.753 0.7416 -0.4618 0.5489
H -3.261 2.870 -1.356 -0.4272 0.4702 -0.0520
H 1.470 -2.142 -0.701 0.0876 -0.0738 0.0173
H 0.390 0.199 0.993 -0.0788 0.0553 -0.0351
H 1.701 -0.983 1.505 0.1019 -0.0928 0.0417
```
Forces are in eV/Å.

Output
Net charge: 0
ΔE to the lowest compared entry with this formula, charge and spin: 45.6 kJ/mol
M: 76.098 g/mol
Spin multiplicity: 1
SMILES: C#CC#CC=C
DFT total energy: -230.85934 a.u.
E_HOMO: -8.8 eV

Here is C26H28FN3O3S in the gas phase from OMol25. Energies are from wB97M-V/def2-TZVPD.

XYZ file:
```
62
Properties=species:S:1:pos:R:3:forces:R:3
C 5.145 -2.799 0.251 0.2094 -0.0531 0.1842
N 4.392 -1.604 -0.058 -0.0516 -0.3007 -0.1433
C 3.392 -1.718 -1.091 -0.1458 0.0949 -0.1828
C 2.012 -2.108 -0.603 -0.0713 -0.1035 0.0617
C 1.744 -2.407 0.725 0.1143 -0.0684 -0.0633
C 0.456 -2.708 1.136 0.0107 -0.0240 -0.0791
C -0.584 -2.738 0.226 -0.0987 -0.0125 -0.1699
C -0.297 -2.466 -1.098 0.1555 -0.0254 0.0856
F -1.290 -2.515 -2.014 0.0057 -0.0066 0.0445
C 0.975 -2.145 -1.527 -0.1373 -0.0177 0.0347
C 4.701 -0.444 0.570 -0.0399 0.1804 -0.0361
O 5.608 -0.351 1.375 0.1676 0.1592 0.1239
C 3.846 0.740 0.218 -0.0684 0.3227 0.1705
C 4.406 1.840 -0.424 -0.0174 -0.1945 0.0697
C 3.635 2.958 -0.704 -0.0909 0.0306 0.0189
C 2.297 2.991 -0.344 0.0759 0.1197 -0.0293
C 1.755 1.902 0.310 -0.4844 -0.0947 0.0714
S 0.029 1.908 0.795 0.3597 0.1895 -0.3139
O -0.187 2.929 1.777 -0.0298 0.2590 -0.0770
O -0.333 0.557 1.134 0.1594 0.0734 -0.1924
N -0.663 2.434 -0.640 0.5296 -0.1665 0.9353
C -0.798 1.395 -1.638 -0.0383 -0.5880 -0.3058
C -2.047 0.541 -1.416 0.1981 0.0353 -0.0962
N -3.217 1.400 -1.343 -0.0248 0.0838 -0.0762
C -4.470 0.652 -1.340 0.0591 0.0658 -0.0625
C -4.621 -0.326 -0.201 -0.0503 -0.0046 -0.0565
C -4.238 -1.653 -0.356 -0.0608 0.0581 0.0070
C -4.332 -2.542 0.700 0.0146 -0.1229 0.0022
C -4.798 -2.114 1.931 0.0053 -0.0649 0.0666
C -5.185 -0.795 2.095 -0.0349 0.0450 0.1170
C -5.101 0.090 1.035 -0.0058 -0.0307 -0.0375
C -3.081 2.330 -0.237 0.1451 0.2296 -0.1002
C -1.870 3.223 -0.497 -0.4818 0.2704 0.4632
C 2.512 0.790 0.607 0.0373 -0.1072 0.0469
H 4.471 -3.619 0.503 -0.0119 -0.0316 -0.0118
H 5.762 -3.095 -0.601 -0.0126 -0.0245 0.0102
H 5.792 -2.580 1.099 -0.0425 -0.0994 -0.0679
H 3.315 -0.766 -1.627 0.0226 -0.1805 -0.0012
H 3.738 -2.472 -1.809 -0.0030 0.1405 0.0336
H 2.542 -2.386 1.453 0.1002 0.0318 0.0652
H 0.260 -2.914 2.176 -0.0364 -0.0126 0.1118
H -1.595 -2.953 0.528 -0.1210 -0.0124 0.0117
H 1.150 -1.925 -2.569 -0.0116 0.0222 -0.1645
H 5.449 1.814 -0.701 0.1019 0.0075 -0.0188
H 4.081 3.805 -1.203 0.0188 0.0717 -0.0440
H 1.672 3.843 -0.555 -0.0149 0.1413 -0.0934
H 0.097 0.771 -1.585 -0.0228 -0.0799 -0.2214
H -0.845 1.881 -2.617 0.0564 -0.0449 0.0502
H -2.171 -0.142 -2.258 0.0484 -0.0471 0.0280
H -1.906 -0.043 -0.494 -0.0641 -0.0356 -0.1732
H -5.280 1.387 -1.314 -0.0132 -0.0784 -0.0431
H -4.519 0.118 -2.294 -0.0915 0.0171 0.0487
H -3.869 -1.994 -1.313 0.0486 -0.0294 -0.1171
H -4.047 -3.576 0.560 0.0238 -0.0754 -0.0093
H -4.867 -2.806 2.757 -0.0134 -0.0505 0.0572
H -5.557 -0.455 3.051 -0.0307 0.0220 0.0733
H -5.422 1.114 1.167 -0.0255 0.1111 0.0044
H -3.983 2.944 -0.180 -0.0015 -0.0073 0.0675
H -2.931 1.816 0.728 -0.1232 0.0585 -0.0192
H -1.708 3.906 0.336 -0.1558 0.1028 -0.1266
H -2.011 3.788 -1.424 0.0360 -0.0357 0.0569
H 2.040 -0.021 1.137 0.0239 -0.1131 0.0114
```
Forces are in eV/Å.

Output
Net charge: 0
ΔE to the lowest compared entry with this formula, charge and spin: 16.4 kJ/mol
M: 481.593 g/mol
Spin multiplicity: 1
SMILES: CN(Cc1cccc(F)c1)C(=O)c1cccc(S(=O)(=O)N2CCN(Cc3ccccc3)CC2)c1
DFT total energy: -1895.60922 a.u.
E_HOMO: -8.6 eV

Here is a molecular structure, C40H36BrCl5F3LuN7O3P2S from OMol25. Energies are from wB97M-V/def2-TZVPD.

XYZ file:
```
99
Properties=species:S:1:pos:R:3:forces:R:3
Lu 9.139 16.132 11.852 0.5888 -1.5053 0.9566
N 15.281 12.269 12.842 -0.1808 -0.1496 0.2557
P 15.280 13.688 11.811 -0.5588 0.2520 1.4106
C 15.592 13.040 10.187 -0.5328 0.4137 -0.6208
C 16.514 12.045 9.921 -0.2193 -1.0990 -0.4898
C 16.669 11.604 8.584 1.9181 -0.8794 1.6853
C 15.963 12.174 7.542 -0.4668 0.6767 0.7625
C 15.097 13.236 7.815 -0.2178 0.2942 1.1553
C 14.864 13.650 9.161 -0.3957 0.1003 -1.6684
C 16.953 14.391 12.171 0.1359 0.0434 -0.5608
C 17.532 14.152 13.385 1.3693 -0.1339 -0.0680
C 18.836 14.578 13.711 -1.6509 -0.5305 0.6672
C 19.387 15.537 12.907 1.4748 1.7693 -0.5311
C 18.789 15.919 11.683 -1.1558 -0.7365 -0.9535
C 17.635 15.212 11.248 0.2646 0.3800 2.0754
P 13.805 11.266 13.200 0.8176 1.1822 -0.1228
C 14.656 10.368 14.509 1.5240 0.3026 0.6112
C 15.935 9.751 14.248 -1.4499 -0.7443 1.5828
C 16.553 9.083 15.357 0.7782 0.6610 -2.2855
C 16.219 9.431 16.636 -1.1951 0.1345 1.3231
C 15.068 10.165 16.884 -1.2061 1.1672 0.2618
C 14.211 10.583 15.818 1.5433 -0.7930 0.9161
C 13.792 9.951 11.963 0.1046 -0.4017 -1.1367
C 13.799 8.594 12.274 -0.1551 -0.6096 0.0371
C 13.631 7.620 11.287 0.5304 -0.0403 0.2522
C 13.598 7.936 9.934 -0.5970 -0.5328 0.3373
C 13.571 9.284 9.599 0.0064 -0.3157 0.5056
C 13.628 10.251 10.612 -0.3083 0.4528 -1.3079
H 15.851 12.369 13.706 -0.6406 -0.3803 -1.0852
H 16.938 11.492 10.802 0.0068 0.7211 -1.1574
H 17.502 10.846 8.451 -1.4608 0.7076 -0.2770
H 16.021 11.777 6.556 0.3285 -0.0547 -0.6427
H 14.609 13.777 7.010 -0.1333 -0.3023 0.0504
H 14.041 14.417 9.329 1.4227 -0.9610 0.0770
H 16.991 13.553 14.058 -0.1846 -0.6310 1.1182
H 19.258 14.181 14.650 0.0469 0.6606 -0.6397
H 20.289 16.095 13.269 -0.7329 -0.7314 -0.5768
H 19.134 16.728 10.994 0.1735 -0.8567 0.9975
H 17.102 15.362 10.345 0.1663 0.5308 -1.0809
H 16.286 9.778 13.205 -0.0009 -0.5204 0.7385
H 17.377 8.369 15.266 -0.0731 0.5261 -0.4962
H 16.797 9.102 17.503 -0.0685 -0.0904 -0.4420
H 14.835 10.489 17.931 0.1195 -0.5175 -1.0753
H 13.279 11.111 16.027 0.2623 -0.1864 -0.1269
H 13.928 8.238 13.292 -0.1208 0.1993 -0.0499
H 13.599 6.578 11.586 0.0151 0.0584 0.0307
H 13.473 7.084 9.235 0.2267 0.9731 0.1838
H 13.460 9.567 8.566 0.0424 0.2664 -0.1310
H 13.493 11.271 10.233 0.2416 -0.1516 0.5432
C 11.644 17.300 16.808 0.3690 1.1838 0.7743
N 11.462 16.679 15.504 0.7328 -0.2892 1.9590
C 12.054 15.331 15.359 0.4427 0.0789 -0.5072
C 10.499 17.018 14.685 -0.0178 -0.3088 -2.9332
N 10.582 16.662 13.422 0.9389 -0.5257 0.6386
N 9.438 17.778 15.077 0.7450 0.2328 2.1706
C 8.446 18.189 14.265 -1.1348 0.3200 -1.8934
N 7.825 19.289 14.759 -0.6593 0.9790 -0.5408
N 8.125 17.569 13.127 -0.6190 2.4113 2.3046
H 11.120 16.756 17.639 0.7442 0.3672 -0.6852
H 11.320 18.373 16.835 -0.1430 -0.8929 -0.2932
H 12.741 17.457 16.974 -0.8937 -0.7451 0.1703
H 12.466 15.091 16.318 0.4409 -0.1490 0.4212
H 12.854 15.246 14.591 -0.5020 0.2523 0.4426
H 11.280 14.592 15.165 -0.1388 0.0522 -0.2616
H 11.555 16.350 13.256 -0.7105 0.1339 -0.1155
H 9.500 18.228 16.010 -0.1882 -0.7318 -1.0574
H 8.307 19.892 15.428 -0.2117 -0.5179 -0.3977
H 7.161 19.820 14.175 0.5071 -0.7804 0.4568
H 7.413 18.147 12.662 0.1364 -0.3822 -0.0015
Cl 6.523 14.114 14.169 -0.4947 0.1493 0.7118
C 7.332 13.250 12.950 1.1503 -0.4589 -2.1174
C 8.396 13.857 12.300 1.7382 2.2474 0.2312
C 9.157 13.339 11.275 -1.6079 -1.6080 1.0271
Cl 10.758 14.137 10.868 -0.9711 -0.5157 -0.1095
C 8.703 12.132 10.701 -0.2118 -0.1746 -0.0062
Cl 9.479 11.422 9.330 -0.0711 0.1496 0.1765
C 7.552 11.507 11.264 0.5478 1.4646 1.0751
Cl 6.815 10.186 10.520 0.0134 -0.7185 -0.3898
C 6.939 12.008 12.472 0.7071 0.0084 -0.8261
Cl 5.762 11.112 13.307 -0.3688 -0.2684 -0.0372
F 8.049 15.204 8.678 0.2304 -0.3900 0.5673
C 7.464 16.234 9.208 -0.0147 0.8261 0.5524
F 6.310 16.414 8.620 0.5660 0.2982 0.8169
F 7.197 15.968 10.677 -0.0518 0.0431 -2.1693
S 8.611 17.773 9.318 2.3033 1.5979 -2.2104
O 7.798 18.736 10.007 -0.4518 -0.3190 -0.3341
O 9.104 18.012 7.948 -1.4649 -0.8320 3.0111
O 9.775 17.415 10.268 -1.7592 -0.7056 -1.6671
Br 13.570 23.040 10.740 -0.1864 0.8861 0.0221
C 12.831 21.435 11.279 0.0713 -1.9883 0.2018
C 12.860 21.013 12.630 -0.2601 0.8581 -1.2538
C 12.708 19.696 12.977 0.1789 -0.2787 -1.8384
N 12.581 18.738 12.020 0.0076 0.3900 0.6446
C 12.484 19.147 10.760 -1.1221 -0.5473 -0.6639
C 12.510 20.484 10.321 0.3565 -0.5059 0.2058
H 12.977 21.808 13.311 0.3934 0.4858 1.1780
H 12.805 19.384 13.996 -0.1149 -0.2326 0.4403
H 12.264 18.342 10.015 0.4231 0.8118 0.6633
H 12.380 20.704 9.259 0.2233 0.0207 0.4379
```
Forces are in eV/Å.

Output
Net charge: +1
ΔE to the lowest compared entry with this formula, charge and spin: 288.2 kJ/mol
M: 1245.919 g/mol
Spin multiplicity: 1
DFT total energy: -9645.69744 a.u.
E_HOMO: -9.5 eV